## 1
Molecular formula: C13H40O7
Method: DFT, wB97M-V/def2-TZVPD

Geometry as XYZ:
```
60
Properties=species:S:1:pos:R:3
C -2.60220 -2.86098 -2.86733
C -1.95179 -3.24407 -4.16419
O -1.73437 -2.12605 -5.09122
H -1.84815 -2.70108 -2.09666
H -3.34316 -3.59813 -2.55801
H -3.24531 -1.98445 -2.94608
H -2.56598 -3.94852 -4.72510
H -0.98582 -3.74400 -4.09304
H -0.79733 -1.92948 -5.02106
C 1.32040 3.02557 -2.59446
C 2.10896 1.73848 -2.88856
O 1.68543 0.67104 -2.08900
H 1.46501 3.86527 -3.27423
H 1.41464 3.28255 -1.53939
H 0.25895 2.78157 -2.63790
H 3.14697 2.03625 -2.74037
H 2.01732 1.37268 -3.91125
H 2.49824 0.17037 -1.98766
C -2.54700 3.14678 2.45174
C -1.71547 4.13594 1.57240
O -1.00674 4.97744 2.51696
H -3.42978 2.75673 1.94511
H -2.85387 3.63334 3.37759
H -1.87190 2.40046 2.87047
H -2.35500 4.73010 0.91966
H -1.06585 3.49608 0.97518
H -0.18344 4.50335 2.65481
C 0.17687 -0.19746 4.22536
C 1.55749 -0.36130 4.63148
O 1.52872 -0.30513 6.08723
H -0.46490 -0.95522 4.67483
H 0.12602 -0.36547 3.14958
H -0.15487 0.78525 4.56051
H 2.17047 0.42427 4.18961
H 1.86595 -1.32938 4.23682
H 1.28277 0.60145 6.28531
C -1.30825 -0.75370 -0.13459
C -1.21577 0.67719 -0.67511
O 0.01507 1.40077 -0.37102
H -0.45704 -1.36350 -0.43740
H -2.16475 -1.28340 -0.55163
H -1.45244 -0.79666 0.94497
H -2.13117 1.18469 -0.37082
H -1.33790 0.63967 -1.75760
H 0.66173 1.15841 -1.03787
C 1.96305 -4.30074 -1.86559
C 0.77654 -4.06029 -0.96224
O 0.08329 -5.32197 -0.74061
H 1.75770 -4.72320 -2.84918
H 2.59853 -4.94425 -1.25718
H 2.42369 -3.31629 -1.94770
H 0.16051 -3.32391 -1.47834
H 1.15034 -3.61771 -0.03893
H -0.40778 -5.16883 0.06994
C 2.17962 2.17226 1.89492
O 0.88975 2.41263 2.48283
H 2.23564 1.19928 1.40680
H 2.47905 2.87689 1.11907
H 2.89876 2.12998 2.71294
H 0.30056 2.23841 1.74520
```

SMILES string = CCO.CCO.CCO.CCO.CCO.CCO.CO

---

## 2
Molecular formula: C13H40O7
Method: DFT, wB97M-V/def2-TZVPD

Geometry as XYZ:
```
60
Properties=species:S:1:pos:R:3
C 0.99317 -0.54853 -4.15186
C 0.37581 -0.93772 -2.80095
C 1.12658 -2.08290 -2.11891
O 0.61352 0.13448 -1.91598
H 0.84110 -1.44191 -4.75754
H 2.07086 -0.42729 -4.04230
H 0.42824 0.27418 -4.59016
H -0.67180 -1.21331 -2.92198
H 1.08554 -2.97359 -2.74587
H 0.66062 -2.43773 -1.19963
H 2.13628 -1.77691 -1.84511
H 0.19563 0.86916 -2.37118
C 1.30694 -0.20614 3.66849
C 1.61241 -1.66155 3.45262
O 1.39584 -1.93427 2.08371
H 0.23489 -0.05630 3.54058
H 1.93317 0.33154 2.95656
H 1.57964 0.15634 4.65962
H 1.02881 -2.37160 4.03859
H 2.66372 -1.85039 3.66982
H 1.68773 -2.82453 1.87434
C -2.24880 -3.93737 3.00416
C -2.12113 -2.72950 2.07635
O -3.42194 -2.11990 1.96666
H -2.77306 -4.74125 2.48740
H -2.87673 -3.67308 3.85501
H -1.29952 -4.27528 3.41980
H -1.75259 -2.98305 1.08236
H -1.47169 -1.92612 2.42408
H -3.33896 -1.23424 1.60566
C 0.55331 3.59608 -1.07579
C -0.73475 2.90539 -1.46838
O -0.69193 2.69946 -2.86270
H 0.58943 3.71076 0.00755
H 0.71473 4.59259 -1.48690
H 1.39826 2.96049 -1.34073
H -1.62276 3.50827 -1.27853
H -0.95009 1.99630 -0.90690
H -0.80242 3.53600 -3.32050
C -4.78337 0.53153 -0.78532
C -3.30818 0.13509 -0.69520
O -2.79974 0.25750 0.59102
H -5.01627 0.52325 -1.85011
H -5.00292 1.48767 -0.31027
H -5.37345 -0.27510 -0.35028
H -2.87783 0.89136 -1.35167
H -3.12328 -0.88926 -1.01864
H -1.84031 0.28100 0.61414
C 3.29014 1.37011 0.62857
C 3.95789 2.33699 -0.35723
O 3.77737 3.65356 0.12702
H 3.38135 0.37519 0.19277
H 2.21981 1.52898 0.76000
H 3.79757 1.42566 1.59165
H 3.57551 2.17721 -1.36537
H 5.02133 2.13383 -0.48341
H 4.08745 4.27495 -0.53582
O -0.17926 -0.26107 0.70072
H 0.41032 0.00123 -0.00628
H 0.33781 -0.86631 1.23228
```

SMILES string = CC(C)O.CCO.CCO.CCO.CCO.CCO.O

---

Which structure is the least stable? The one labeled 1.

---

## 1
Molecular formula: C3H4Si
Method: DFT, wB97M-V/def2-TZVPD

Geometry as XYZ:
```
8
C3H4Si wB97M-V/def2-TZVPD
C -0.01556 0.46633 0.83825
C 0.08727 0.39520 -0.66536
C -1.14142 0.27173 0.19417
Si 1.25431 -0.94579 -1.26203
H 0.40877 0.16129 1.77337
H 0.25999 1.41933 -1.01020
H -2.03994 -0.18883 -0.03365
H 1.18657 -1.57927 0.16545
```

---

## 2
Molecular formula: C3H4Si
Method: DFT, wB97M-V/def2-TZVPD

Geometry as XYZ:
```
8
C3H4Si wB97M-V/def2-TZVPD
C 0.05638 -1.22971 -0.39811
C -0.07166 0.00931 0.49649
C -0.84589 -0.35313 -0.73818
Si 0.75820 1.74310 0.17693
H 0.53890 -2.00664 -0.76555
H -0.61157 0.05471 1.45865
H -1.57705 -0.11764 -1.57548
H 1.75268 1.90000 1.34524
```

---

Which structure is the least stable? The one labeled 2.

---

## 1
Molecular formula: C6H17N3
Method: DFT, wB97M-V/def2-TZVPD

Geometry as XYZ:
```
26
C6H17N3 wB97M-V/def2-TZVPD
C 0.51835 0.44518 1.15852
C -1.20802 0.58584 -1.13792
C 0.36528 -1.68747 -0.14212
C -0.34977 -0.07101 2.29786
C -0.41472 1.09833 -2.21299
C -2.24683 -0.48195 -1.37318
N 0.20604 -0.23468 -0.12765
N 1.91304 0.39103 1.54405
N 2.85297 0.96240 0.64768
H 2.21257 -0.54989 1.77137
H 0.28734 1.49953 0.96991
H -1.54863 1.32172 -0.41139
H 2.87028 1.96431 0.80361
H 2.60372 0.80085 -0.32986
H 0.31961 -2.02894 -1.17539
H 1.33296 -1.99350 0.26411
H -0.42994 -2.16621 0.42724
H -0.23585 0.57825 3.16444
H -1.39675 -0.08943 1.99812
H -0.05621 -1.08000 2.59072
H 0.73125 0.22349 -0.98816
H -0.47363 0.57328 -3.16192
H -0.29496 2.17403 -2.27816
H -1.92541 -1.18220 -2.14409
H -3.17541 -0.00914 -1.69484
H -2.45731 -1.04382 -0.45995
```

---

## 2
Molecular formula: C6H17N3
Method: DFT, wB97M-V/def2-TZVPD

Geometry as XYZ:
```
26
C6H17N3 wB97M-V/def2-TZVPD
C -1.63071 -0.37368 0.37251
C -0.32207 1.71895 1.75131
C -2.05256 -0.98395 -0.93135
N -0.38863 1.21325 0.37361
H -0.80509 1.91117 -0.23883
H -2.37875 0.33038 0.74374
H -1.32843 -1.05080 1.15549
H -1.33792 1.88842 2.11597
H 0.23384 2.65791 1.81978
H 0.16155 0.95705 2.35871
H -3.11388 -1.27695 -0.89154
H -1.44467 -1.85145 -1.17936
H -1.96874 -0.27564 -1.75901
C 0.92524 1.01192 -1.69731
C 0.85348 -0.82276 0.05595
N 1.60503 -1.61262 -0.89620
N 1.16116 -1.08480 1.45042
C 0.86226 0.66051 -0.21569
H 1.04414 -2.30368 -1.37881
H 2.40049 -2.09177 -0.47830
H 2.16925 -1.06676 1.65100
H 0.83201 -2.00438 1.72636
H 1.68933 1.17593 0.30512
H 1.85294 0.63746 -2.12437
H 0.10612 0.54105 -2.24254
H 0.87462 2.09523 -1.84668
```

---

## 3
Molecular formula: C6H17N3
Method: DFT, wB97M-V/def2-TZVPD

Geometry as XYZ:
```
26
C6H17N3 wB97M-V/def2-TZVPD
C 0.55663 0.58229 1.88865
C -0.35662 1.18459 0.82397
C 1.62257 -0.35244 1.30666
N 1.10439 1.71509 2.64437
N 0.26224 1.73472 -0.25966
H -0.07208 0.01252 2.58133
H 1.62527 2.31506 2.01225
H 1.73888 1.39348 3.36793
H 0.13471 0.63590 -1.17374
H -0.33529 2.45089 -0.66639
H -1.03401 0.02175 0.30179
H -1.20306 1.72038 1.26339
H 2.22606 0.17018 0.56366
H 1.16412 -1.22662 0.84131
H 2.28180 -0.70881 2.10012
C 0.60527 -1.36194 -2.19596
N -0.36853 -0.38427 -1.69028
C -1.36936 -0.90987 -0.71437
C -2.70178 -0.88472 -1.12623
H -0.90552 -0.01053 -2.47187
H -1.00967 -1.84041 -0.27964
H 0.08404 -2.16929 -2.71481
H 1.29475 -0.86797 -2.88027
H 1.16970 -1.76853 -1.36018
H -3.09376 0.01166 -1.59705
H -3.42075 -1.46309 -0.56498
```

---

Which structure is the least stable? The one labeled 2.

---

## 1
Molecular formula: C6H10OS
Method: DFT, wB97M-V/def2-TZVPD

Geometry as XYZ:
```
18
Properties=species:S:1:pos:R:3
C 1.20479 -1.82502 -0.09901
C 0.94993 -0.42692 -0.60870
O 1.68744 0.10138 -1.39099
C -0.28230 0.35504 -0.06168
C 0.14440 0.90564 1.32721
C -0.60687 1.51031 -1.00402
C -1.43630 -0.58694 0.16361
S -2.86695 -0.60244 -0.57255
H 2.19414 -2.17448 -0.42658
H 0.47829 -2.54996 -0.55562
H 1.11175 -1.90846 0.98172
H -0.67675 1.50945 1.78077
H 1.03947 1.55079 1.24172
H 0.38393 0.11561 2.05434
H 0.25606 2.17507 -1.13405
H -1.43722 2.08431 -0.62399
H -0.90394 1.14795 -1.98956
H -1.23986 -1.38132 0.91738
```

SMILES string = CC(=O)C(C)(C)C=S

---

## 2
Molecular formula: C6H10OS
Method: DFT, wB97M-V/def2-TZVPD

Geometry as XYZ:
```
18
Properties=species:S:1:pos:R:3
C 2.11891 -0.62328 -0.07229
C 0.66019 -0.38694 0.24590
C 0.22657 1.05611 0.30843
C -0.69757 0.79970 -0.83979
O -2.00779 0.99009 -0.41121
C -2.21673 0.02540 0.52857
S -1.56103 -1.59141 -0.15698
C -0.29449 -0.71112 -0.75840
H 2.33230 -1.72583 0.07226
H 2.67436 -0.23506 0.75924
H 2.55731 0.07276 -0.99968
H 0.53018 -1.06343 1.20430
H 1.13737 1.68017 0.07802
H -0.30192 1.34335 1.26881
H -0.30752 1.19473 -1.81239
H -3.21864 -0.00649 0.64428
H -1.74569 0.29828 1.50336
H 0.11419 -1.11705 -1.56243
```

SMILES string = C[C@H]1C[C@@H]2OCS[C@@H]21

---

Which structure is the least stable? The one labeled 2.

---

## 1
Molecular formula: C6H10OS
Method: DFT, wB97M-V/def2-TZVPD

Geometry as XYZ:
```
18
C6H10OS wB97M-V/def2-TZVPD
C 1.36010 -0.25850 -0.34767
C 0.11343 -1.17083 -0.32587
C -1.06869 -0.14283 -0.00929
C -0.31301 0.61565 1.20936
C 0.67113 0.97062 -0.01328
C -0.58309 1.03148 -0.76156
H 3.24202 -0.37570 0.25217
H 1.72459 -0.24752 -1.36296
H -0.26359 -1.71164 -1.32732
H 0.17037 -1.80743 0.57645
H -2.86596 -2.10193 0.28772
H -1.00122 1.39327 1.51778
H 0.23949 0.14923 2.14357
H 1.40850 1.86352 -0.04431
H -0.95226 1.00169 -1.94175
H -1.28340 1.87274 -0.41811
O 2.37144 -0.73723 0.43074
S -2.96986 -0.34458 0.13434
```

---

## 2
Molecular formula: C6H10OS
Method: DFT, wB97M-V/def2-TZVPD

Geometry as XYZ:
```
18
Properties=species:S:1:pos:R:3
C 2.22692 0.22065 -0.76690
C 1.16878 -0.49549 0.03896
O 1.88077 -1.39197 0.89109
C -0.05462 0.09427 0.68061
C -1.12043 1.16217 0.42692
C -2.37797 0.19141 0.10705
S -1.80187 -1.52088 -0.26164
C -0.16117 -0.85174 -0.54119
H 2.66020 -0.33560 -1.61751
H 1.90669 1.16026 -1.21337
H 3.04541 0.39856 -0.04511
H 1.25686 -2.11324 1.09663
H -0.21063 -0.40197 1.69376
H -1.30490 1.72215 1.32134
H -0.87325 1.73282 -0.47980
H -3.11048 0.04722 0.89989
H -2.88269 0.66493 -0.74151
H -0.24761 -0.28356 -1.48924
```

SMILES string = C[C@@]1(O)[C@H]2CCS[C@@H]21

---

Which structure is the least stable? The one labeled 1.

---

## 1
Molecular formula: C2H3ClOS
Method: DFT, wB97M-V/def2-TZVPD

Geometry as XYZ:
```
8
Properties=species:S:1:pos:R:3
C 0.00693 0.16759 -0.14816
C 0.16193 0.99738 -1.42111
O 0.83694 1.95472 -1.61317
S -1.03152 0.38712 -2.72846
Cl -0.52568 1.82376 -4.03639
H -0.00169 -0.90839 -0.54268
H 0.72886 0.10528 0.67442
H -0.99091 0.39433 0.35644
```

SMILES string = CC(=O)SCl

---

## 2
Molecular formula: C2H3ClOS
Method: DFT, wB97M-V/def2-TZVPD

Geometry as XYZ:
```
8
C2H3ClOS wB97M-V/def2-TZVPD
C -0.74827 0.22461 -2.17328
C -0.94028 -0.50316 -1.25982
O 0.97716 -1.27455 1.62711
S 1.08306 -0.00255 2.26755
Cl 1.39221 1.55936 0.80461
H -0.57233 0.71046 -3.15799
H -0.21476 0.33232 2.32869
H -0.97679 -1.04648 -0.43687
```

---

Which structure is the least stable? The one labeled 2.